(1)
Here is a cluster of 2 separate species, C11H18NOS in total from the OMol25 dataset. Energies are from ωB97M-V/def2-TZVPD.

Values from the calculation:
F_max (eV Å⁻¹): 5.95
Energy above the lowest of the compared OMol25 structures with the same formula, charge and spin (eV): 0.000
E_HOMO (hartree): -0.42820
Lowest unoccupied orbital energy (eV): -3.52
Molecular weight (g/mol): 212.3
Orbital gap (eV): 8.129
Electronic energy (eV): -26061.587
Charge: +1

The geometry in XYZ format:
```
32
Properties=species:S:1:pos:R:3:mulliken_charge:R:1
C -0.3851 -3.6122 3.2187 -0.41
C 0.1142 -2.9367 2.0618 -0.43
C -1.7386 -3.6571 3.2136 -0.45
C -0.8814 -2.5986 1.1822 0.14
C -0.9973 -1.9027 -0.0293 0.62
C 1.6403 -0.5506 -0.8375 -1.79
C 0.7568 0.4213 1.3196 -1.17
C 0.3511 2.1339 -1.4171 -1.64
C -1.7948 1.4260 -0.1591 -1.34
C 0.4440 -0.0927 -0.0732 1.09
C -0.4414 0.8951 -0.8755 -0.09
N -0.9545 0.2131 -2.1846 -0.05
O -1.6598 -1.9862 -1.0099 -0.56
S -2.5080 -2.9596 1.8478 -0.08
H 0.2929 -4.1582 3.9526 0.33
H 1.1426 -2.8207 1.8444 0.55
H -2.1996 -3.9711 4.1215 0.44
H 1.2957 -1.3224 -1.6015 0.28
H 2.2041 0.2338 -1.2168 0.50
H 2.2430 -0.9472 -0.0133 0.46
H 0.0211 1.1958 1.7264 0.30
H 1.7873 0.9834 1.2762 0.36
H 0.6908 -0.5450 1.9140 0.27
H 1.0622 1.7245 -2.1387 0.48
H 0.7951 2.6252 -0.5950 0.43
H -0.0840 2.9146 -1.9620 0.42
H -1.4492 1.7940 0.8228 0.36
H -2.2398 2.1838 -0.7707 0.49
H -2.3480 0.5291 0.2422 0.29
H -1.3351 -0.5796 -1.7711 0.41
H -0.1547 0.3035 -2.8025 0.40
H -1.5865 0.9480 -2.5803 0.42
```

---

(2)
Here is a cluster of 2 separate species, C13H29I2N2O3P in total from the OMol25 dataset. Energies are from ωB97M-V/def2-TZVPD.

Values from the calculation:
F_max (eV Å⁻¹): 2.42
E_HOMO (hartree): -0.21971
Lowest unoccupied orbital energy (eV): -0.73
Molecular weight (g/mol): 546.2
Orbital gap (eV): 5.253
Electronic energy (eV): -48560.357

The geometry in XYZ format:
```
50
Properties=species:S:1:pos:R:3:mulliken_charge:R:1
C 2.1819 -1.2180 2.4001 -1.48
C 2.7450 -0.3955 1.1883 -0.40
C 2.5744 1.1793 1.2504 -1.15
I 2.6713 1.7757 3.3363 0.17
C 1.3819 1.7707 0.4112 0.15
P 1.9763 3.3983 -0.4668 0.12
O 2.9400 2.8691 -1.7767 -0.47
I 3.5336 4.6332 0.9471 -0.05
N 1.0203 0.9050 -0.7694 -0.13
C -0.0102 1.5049 -1.6550 -0.65
C -1.1741 2.2461 -0.9513 -0.59
N -0.8449 2.9424 0.3023 -0.35
C 0.1082 2.2164 1.1763 -0.62
C -0.6155 1.1725 2.0736 -0.56
C -1.0892 -0.1519 1.4197 0.46
C -2.1431 -0.9561 2.2351 -0.89
O -2.7144 -0.2207 3.3304 -0.53
H 1.2033 -0.8783 2.7630 0.40
H 2.9334 -1.3067 3.2014 0.46
H 2.0502 -2.2560 2.0245 0.37
H 2.3768 -0.8665 0.2598 0.38
H 3.8395 -0.5726 1.2040 0.41
H 3.5030 1.5940 0.8079 0.68
H 3.6643 2.3036 -1.4746 0.35
H 0.6960 -0.0394 -0.5017 0.34
H 1.8475 0.7434 -1.3526 0.55
H -0.4625 0.6491 -2.2179 0.39
H 0.3974 2.1721 -2.4341 0.37
H -2.0688 1.6045 -0.8021 0.32
H -1.5131 3.0224 -1.6706 0.43
H -1.6702 3.1607 0.8408 0.40
H 0.4477 3.0174 1.8720 0.43
H -1.5264 1.6841 2.4542 0.55
H -0.0658 0.8971 2.9957 0.26
H -0.1935 -0.8120 1.3446 -0.36
H -1.4716 -0.0773 0.3839 0.13
H -1.7522 -1.9119 2.6408 0.24
H -2.9616 -1.2365 1.5412 0.44
H -3.6455 -0.4109 3.2903 0.34
C -2.7964 -3.5025 -2.4857 -1.49
C -1.7413 -2.4432 -2.8614 0.43
C -0.4520 -3.1725 -3.2958 -1.31
O -1.4746 -1.6825 -1.7681 -0.67
H -2.4603 -4.1331 -1.6578 0.32
H -3.7383 -3.0309 -2.1937 0.31
H -3.0110 -4.1638 -3.3376 0.42
H -2.1278 -1.9416 -3.7777 0.12
H -0.0482 -3.7942 -2.4916 0.29
H 0.3213 -2.4574 -3.5955 0.27
H -0.6407 -3.8302 -4.1572 0.41
```

---

(3)
Here is a structure of composition C24H28HgNO3 from the OMol25 dataset. Energies are from ωB97M-V/def2-TZVPD.

Values from the calculation:
F_max (eV Å⁻¹): 5.10
Energy above the lowest of the compared OMol25 structures with the same formula, charge and spin (eV): 2.448
E_HOMO (hartree): -0.09164
Lowest unoccupied orbital energy (eV): 2.84
Molecular weight (g/mol): 579.1
Orbital gap (eV): 5.336
Electronic energy (eV): -37146.435
Charge: -1

The geometry in XYZ format:
```
57
Properties=species:S:1:pos:R:3:mulliken_charge:R:1
C -1.5835 2.7674 -1.5253 -0.31
C -1.1104 1.6010 -2.1642 -1.08
C -1.4824 0.4880 -1.3814 -0.13
H -0.5420 1.5550 -3.0832 0.41
C -2.1664 0.9569 -0.2220 -0.59
C -2.2221 2.3870 -0.3049 -0.93
H -2.6751 0.3530 0.5257 0.48
C 2.0785 3.0621 0.0126 -0.82
C 1.9443 2.6753 -1.3434 -1.04
C 2.0676 1.2687 -1.4341 -0.42
H 1.7667 3.3499 -2.1798 0.37
C 2.2970 0.7504 -0.1207 -0.96
C 2.2480 1.8702 0.8023 -0.94
H -1.2845 -0.5536 -1.6117 0.17
H -2.8117 3.0217 0.3465 0.56
H -1.4787 3.7865 -1.8792 0.42
H 2.4924 1.7891 1.8525 0.41
H 1.9295 0.6332 -2.2985 0.44
H 2.1757 4.0694 0.4162 0.70
Hg -0.0166 1.7351 0.3293 2.10
C 2.4423 -0.6832 0.3209 3.32
C 3.6410 -0.7649 1.2559 -1.93
C 2.6344 -1.5788 -0.8988 -2.26
H 4.5214 -0.3585 0.7382 0.46
H 3.8305 -1.8062 1.5460 0.45
H 3.4662 -0.1876 2.1715 0.32
H 3.5225 -1.2453 -1.4518 0.45
H 1.7698 -1.5491 -1.5756 0.27
H 2.7813 -2.6240 -0.5927 0.46
C 1.1471 -1.1459 1.0697 -0.66
C 1.1329 -2.5488 1.6798 0.04
H 0.3265 -1.1263 0.3407 -0.21
H 0.8708 -0.4574 1.8917 0.49
O 2.1305 -3.2054 1.9326 -0.70
N -0.1157 -3.0646 1.9271 -0.02
C -1.4135 -2.4742 1.6058 -0.96
H -0.1245 -3.9747 2.3823 0.29
C -1.8793 -2.8102 0.2010 0.86
C -3.1504 -2.3924 -0.1971 -0.20
H -3.7537 -1.8381 0.5312 0.35
C -3.6276 -2.6708 -1.4812 -0.64
H -4.6296 -2.3313 -1.7659 0.35
C -2.8211 -3.3898 -2.3751 -0.42
H -3.1977 -3.6230 -3.3746 0.35
C -1.5452 -3.8180 -1.9902 -0.66
H -0.9027 -4.3828 -2.6705 0.38
C -1.0725 -3.5303 -0.6948 -0.19
H -0.0871 -3.8818 -0.3791 0.36
H -1.3721 -1.3751 1.7457 0.03
H -2.1502 -2.8354 2.3440 0.50
C -0.6712 5.1271 1.0394 -0.36
O -0.4530 4.1525 2.3202 -0.29
C -0.3430 2.8599 2.2208 -0.20
O -0.3908 1.9827 3.0489 -0.50
H -0.5603 6.0906 1.4938 0.33
H -1.6700 4.9482 0.6372 0.17
H 0.0876 4.9467 0.2664 0.14
```